No. 1
Here is an isolated molecule of C5H8N2 from the OMol25 dataset. Energies are from the ωB97M-V functional and the def2-TZVPD basis.

Structure (XYZ):
```
15
Properties=species:S:1:pos:R:3:forces:R:3:lowdin_charge:R:1
C 1.773121 0.803761 0.230084 -0.1 0.1 0.0 -0.03
C 0.608697 -0.149363 0.086154 -0.2 -0.1 -0.1 -0.26
C 0.718040 -1.529485 0.085801 0.0 0.0 0.0 -0.06
C -0.582774 -2.014462 -0.119724 -0.1 -0.1 0.0 -0.17
N -1.442108 -1.028908 -0.238729 0.1 -0.3 0.0 0.03
N -0.733124 0.110497 -0.121476 0.0 -0.1 0.0 -0.16
C -1.626195 1.268313 -0.171759 0.1 0.1 0.0 -0.02
H 2.130609 1.181535 -0.735973 -0.2 0.0 0.1 0.08
H 2.620490 0.261996 0.672689 -0.4 0.1 -0.1 0.08
H 1.577693 1.664171 0.876646 -0.2 -0.1 -0.1 0.07
H 1.619832 -2.115645 0.206848 -0.1 0.2 0.0 0.10
H -0.962718 -3.023140 -0.189628 0.2 0.0 0.0 0.10
H -2.580163 0.829930 -0.479562 0.2 0.3 0.1 0.08
H -1.342005 2.017894 -0.912728 0.3 -0.1 0.2 0.08
H -1.779394 1.722907 0.811356 0.3 0.0 -0.1 0.08
```
Forces are in eV/Å.

Results
* SMILES: Cc1ccnn1C
* LUMO: 1.0 eV
* net charge: 0
* HOMO: -8.9 eV
* Kohn-Sham gap: 9.95 eV

***

No. 2
Here is an isolated molecule of C5H8N2 from the OMol25 dataset. Energies are from the ωB97M-V functional and the def2-TZVPD basis.

Structure (XYZ):
```
15
Properties=species:S:1:pos:R:3:forces:R:3:lowdin_charge:R:1
C -2.503393 0.293074 0.604051 0.0 -0.1 -0.1 0.03
N -1.335859 -0.097029 0.164869 -0.2 0.1 0.2 -0.26
C -0.629351 -1.253605 0.691767 0.2 0.1 0.1 -0.04
C 0.658939 -1.046034 0.459321 -0.2 0.1 0.1 0.00
C 0.749280 0.321831 -0.191096 0.3 0.0 -0.1 -0.43
C 1.864076 0.645867 -1.164480 0.0 0.0 0.0 -0.06
N -0.589368 0.597698 -0.668435 0.1 0.1 0.3 0.04
H -3.040108 -0.327040 1.303897 0.0 -0.1 -0.2 0.06
H -2.812354 1.284251 0.303578 -0.1 -0.2 0.0 0.07
H 0.885074 0.998556 0.678646 0.2 0.0 0.0 0.14
H -1.177325 -2.022221 1.222549 0.1 0.2 -0.1 0.12
H 1.493528 -1.656046 0.782526 -0.2 0.1 -0.1 0.11
H 2.013720 -0.116492 -1.933281 -0.1 0.1 0.1 0.08
H 2.795330 0.778663 -0.604597 0.0 -0.1 -0.2 0.07
H 1.627810 1.598527 -1.649316 0.1 -0.2 0.0 0.08
```
Forces are in eV/Å.

Results
* LUMO: 0.8 eV
* net charge: 0
* HOMO: -7.4 eV
* Kohn-Sham gap: 8.19 eV

***

No. 3
Here is an isolated molecule of C5H8N2 from the OMol25 dataset. Energies are from the ωB97M-V functional and the def2-TZVPD basis.

Structure (XYZ):
```
15
Properties=species:S:1:pos:R:3:forces:R:3:lowdin_charge:R:1
C -1.388323 -1.271958 0.502722 0.0 -0.1 0.0 -0.04
N -0.189226 -0.498429 0.364498 0.3 -0.1 0.0 -0.07
C 1.024747 -0.846757 0.553823 -0.3 0.0 0.0 -0.06
C 1.961580 0.152661 0.057241 -0.1 0.1 -0.1 -0.06
C 1.252673 1.122493 -0.538206 0.1 0.0 0.1 -0.01
C -0.253385 0.990561 -0.419018 0.5 0.1 0.3 -0.48
N -1.087766 1.005560 -1.454080 0.2 0.3 -0.2 -0.04
H -2.048575 -0.808380 1.238949 0.0 -0.1 -0.1 0.09
H -1.885748 -1.240175 -0.473829 0.0 0.0 0.1 0.09
H -1.150735 -2.295116 0.799859 -0.1 0.1 0.0 0.09
H 1.291559 -1.792976 1.020630 0.0 0.1 0.0 0.13
H 3.034513 0.086675 0.186046 -0.2 0.0 -0.1 0.10
H 1.636728 2.028816 -0.993916 0.1 -0.2 0.0 0.11
H -0.445543 1.607859 0.497855 -0.2 0.1 -0.2 0.15
H -1.752493 1.759172 -1.342568 -0.4 -0.3 0.2 -0.01
```
Forces are in eV/Å.

Results
* LUMO: 0.1 eV
* net charge: 0
* HOMO: -7.1 eV
* Kohn-Sham gap: 7.21 eV

***

No. 4
Here is an isolated molecule of C5H8N2 from the OMol25 dataset. Energies are from the ωB97M-V functional and the def2-TZVPD basis.

Structure (XYZ):
```
15
Properties=species:S:1:pos:R:3:forces:R:3:lowdin_charge:R:1
C -0.897364 -0.917477 -0.706244 0.1 -0.1 -0.3 -0.02
C 0.322609 -0.229992 -0.016676 -0.5 -0.1 -0.1 -0.58
N 1.533349 -0.967934 -0.316336 -0.1 -0.1 0.3 0.09
C -0.331151 0.011936 1.327408 0.0 0.0 0.4 -0.13
C -0.859648 1.266940 1.483659 0.5 -0.2 0.0 -0.10
C -0.247440 1.921897 0.354664 0.2 0.1 -0.2 -0.12
N 0.430749 1.140644 -0.479617 -0.3 0.1 0.1 0.09
H -0.573264 -1.267510 -1.683465 -0.1 -0.1 -0.2 0.08
H -1.279170 -1.768144 -0.125926 0.3 0.2 -0.1 0.09
H -1.723601 -0.205090 -0.795411 0.3 -0.1 -0.1 0.10
H 2.312252 -0.710101 0.283496 -0.2 0.1 0.0 0.09
H 1.365807 -1.959262 -0.180953 0.1 0.1 -0.1 0.08
H -0.567306 -0.886947 1.900406 0.0 0.3 0.1 0.09
H -0.311193 2.984428 0.112093 0.1 -0.2 0.1 0.11
H 0.975213 1.410636 -1.288581 -0.2 0.0 0.1 0.16
```
Forces are in eV/Å.

Results
* SMILES: C[C@]1(N)C=C=CN1
* LUMO: 0.1 eV
* net charge: 0
* HOMO: -7.3 eV
* Kohn-Sham gap: 7.41 eV

***

No. 5
Here is an isolated molecule of C5H8N2 from the OMol25 dataset. Energies are from the ωB97M-V functional and the def2-TZVPD basis.

Structure (XYZ):
```
15
Properties=species:S:1:pos:R:3:forces:R:3:lowdin_charge:R:1
C -0.626981 -0.466718 -2.279187 -0.3 0.8 -0.5 -0.08
N -0.190221 0.133973 -1.128791 0.1 -0.5 -0.4 -0.23
C 0.944294 0.754271 -0.833681 0.2 0.4 -0.1 -0.10
C 1.186734 0.742178 0.590049 0.3 0.2 -0.3 -0.05
C 0.196759 0.054406 1.182463 -0.1 -0.6 0.1 -0.32
N -0.146335 0.043849 2.534355 0.1 0.0 -0.2 0.09
C -0.704875 -0.508939 0.085970 0.1 -0.6 -0.3 -0.07
H -0.520897 -1.528435 -0.396123 -0.5 0.5 2.5 0.15
H -1.620766 -0.901732 -2.216427 0.1 0.1 0.1 0.03
H -0.417074 0.084617 -3.174859 0.3 0.0 -0.4 0.03
H 1.640720 0.984207 -1.622159 0.0 0.2 0.0 0.12
H 2.023712 1.250894 1.073477 -0.4 -0.1 -0.1 0.11
H 0.584965 0.397057 3.140483 -0.2 -0.1 -0.1 0.09
H -0.543793 -0.811288 2.886840 0.0 -0.1 0.0 0.08
H -1.772216 -0.303735 0.259560 0.4 -0.1 -0.2 0.14
```
Forces are in eV/Å.

Results
* LUMO (spin up / spin down): 0.9 / 0.8 eV
* net charge: 0
* HOMO (spin up / spin down): -6.2 / -5.8 eV
* Kohn-Sham gap (spin up / spin down): 7.08 / 6.56 eV

***

No. 6
Here is an isolated molecule of C5H8N2 from the OMol25 dataset. Energies are from the ωB97M-V functional and the def2-TZVPD basis.

Structure (XYZ):
```
15
Properties=species:S:1:pos:R:3:forces:R:3:lowdin_charge:R:1
C -2.370752 -0.162349 -0.069820 -0.3 -0.3 0.2 -0.07
C -0.913504 -0.033555 0.218862 0.0 0.2 -0.2 -0.30
C -0.398743 1.137260 -0.263579 0.0 0.2 0.3 -0.14
N 0.955742 1.009012 -0.360798 0.3 0.1 0.6 0.07
C 1.314225 -0.192492 0.168408 0.0 0.1 0.0 -0.39
N 2.673707 -0.521771 0.216204 0.1 -0.2 0.0 0.09
C 0.185390 -0.870330 0.580463 0.1 -0.1 -0.4 0.00
H -2.566733 -0.804446 -0.934011 0.2 -0.3 0.2 0.08
H -3.036123 -0.471138 0.739314 0.0 0.2 0.0 0.07
H -2.557413 0.833018 -0.471569 -1.0 0.0 0.4 0.06
H -0.879479 2.094783 -0.136434 0.0 0.1 -0.9 0.12
H 1.565540 1.752833 -0.640447 0.3 -0.1 0.2 0.15
H 2.768736 -1.457844 0.585620 0.2 0.0 -0.1 0.08
H 3.081706 -0.478243 -0.711964 0.1 -0.2 0.2 0.09
H 0.177694 -1.834740 1.079758 0.0 0.1 -0.4 0.10
```
Forces are in eV/Å.

Results
* SMILES: Cc1c[nH]c(N)c1
* LUMO: 1.0 eV
* net charge: 0
* HOMO: -7.3 eV
* Kohn-Sham gap: 8.24 eV

***

No. 7
Here is an isolated molecule of C5H8N2 from the OMol25 dataset. Energies are from the ωB97M-V functional and the def2-TZVPD basis.

Structure (XYZ):
```
15
Properties=species:S:1:pos:R:3:forces:R:3:lowdin_charge:R:1
C -0.827817 0.321668 -2.453653 -0.3 -0.5 0.4 -0.11
C 0.505194 0.258771 -1.670197 -1.0 0.3 0.2 -0.19
C 0.276138 -0.009393 -0.193459 0.0 1.3 -1.2 -0.33
C 0.791240 0.807577 0.781584 -0.1 -1.0 1.9 -0.05
N 0.401139 0.178699 1.965029 -1.4 -0.9 0.5 0.02
C -0.461096 -0.832237 1.644390 1.3 0.2 -1.1 -0.19
N -0.564300 -0.942581 0.335686 0.3 -0.7 0.2 0.09
H -0.884997 1.074935 -3.240014 0.2 0.0 0.1 0.06
H -1.671156 0.429872 -1.764349 0.1 0.4 -0.1 0.06
H -1.014648 -0.662101 -2.892858 0.1 0.1 -0.2 0.07
H 1.116770 -0.450292 -2.226423 0.3 -0.3 0.6 0.10
H 1.063871 1.194610 -1.635047 -0.1 0.2 -0.5 0.10
H 1.119092 1.817569 0.964582 0.7 -0.1 -1.0 0.11
H 0.791037 0.178211 2.893183 0.1 0.8 -0.1 0.14
H -0.825375 -1.567373 2.338492 -0.2 0.2 0.2 0.11
```
Forces are in eV/Å.

Results
* SMILES: CCc1c[nH]cn1
* LUMO: 1.0 eV
* net charge: 0
* HOMO: -8.6 eV
* Kohn-Sham gap: 9.60 eV

***

No. 8
Here is a structure of composition C5H8N2 from the OMol25 dataset. Energies are from the ωB97M-V functional and the def2-TZVPD basis.

Structure (XYZ):
```
15
Properties=species:S:1:pos:R:3:forces:R:3:lowdin_charge:R:1
C -1.613993 -0.085435 0.097173 -0.2 0.1 -0.1 0.08
C 0.574775 -0.906423 0.636911 0.4 -0.1 0.1 -0.12
C 0.529507 -1.067174 -0.869779 -0.1 -0.2 -0.2 -0.22
N 0.021557 0.337332 -0.854195 -0.1 0.1 -0.1 -0.06
C 0.900616 0.540102 0.330062 0.0 0.2 0.1 -0.38
C 0.524687 1.622141 1.247044 -0.3 0.7 0.6 -0.17
N 0.214751 2.471561 1.969234 0.3 -0.8 -0.7 0.15
H -2.167371 -0.051839 -0.842502 0.1 0.0 0.1 0.05
H -1.858252 -0.967177 0.674011 0.1 0.1 -0.1 0.04
H -1.731125 0.830282 0.670313 0.0 -0.2 -0.1 0.04
H 1.203273 -1.515533 1.286755 -0.1 0.1 -0.1 0.07
H -0.140774 -1.791355 -1.342124 0.1 0.1 0.1 0.11
H 1.502874 -1.061972 -1.394002 -0.1 0.0 0.1 0.11
H 0.139817 0.938688 -1.677974 0.0 -0.1 0.1 0.15
H 1.916870 0.732811 -0.058669 -0.1 -0.1 0.1 0.14
```
Forces are in eV/Å.

Results
* LUMO (spin up / spin down): 0.7 / 0.7 eV
* net charge: 0
* HOMO (spin up / spin down): -7.3 / -7.3 eV
* Kohn-Sham gap (spin up / spin down): 7.93 / 7.93 eV

***

Largest force on an atom: 0.4, 0.3, 0.5, 0.5, 2.6, 1.1, 2.2, 1.1 (eV/A)
DFT total energy: -8294.2305, -8291.7200, -8291.7421, -8291.4839, -8291.5456, -8294.0582, -8294.3376, -8288.7712 (eV)